[1]
The following is a DFT calculation (ωB97M-V/def2-TZVPD) of a 11-piece molecular cluster, C37H49Cl15F32O4 overall at a distorted geometry.

Its HOMO-LUMO gap is 0.41287 hartree. The SMILES is FC(F)C(F)(F)COC(F)(F)C(F)F.FC(F)C(F)(F)COC(F)(F)C(F)F.FC(F)C(F)(F)COC(F)(F)C(F)F.FC(F)C(F)(F)COC(F)(F)C(F)F.ClC(Cl)Cl.ClC(Cl)Cl.ClC(Cl)Cl.ClC(Cl)Cl.ClC(Cl)Cl.CCCCCC.CCCCCC. For the LUMO energy, the calculation gives 0.261 eV. Its total charge is 0.

Element x y z (Å)
C  -0.9425  0.9253  0.5104
C  -0.8953  2.3959  0.8835
C  0.0587  2.7266  2.0198
F  0.1410  4.0521  2.2770
F  -0.2658  2.0948  3.1734
F  -0.6683  3.1740  -0.2068
F  -2.1724  2.7599  1.2587
O  0.3078  0.5380  -0.0192
C  0.2772  -0.5327  -0.8469
C  1.6954  -1.0049  -1.1993
F  2.1623  -0.1565  -2.1612
F  2.5993  -1.0727  -0.1998
F  -0.3695  -1.5906  -0.2730
F  -0.4820  -0.2581  -1.9181
H  -1.7185  0.9067  -0.2618
H  -1.3011  0.3549  1.3680
H  1.0459  2.3783  1.6979
H  1.7125  -2.0122  -1.6256
C  -3.2311  2.6978  4.7163
C  -3.9770  1.6060  3.9622
C  -4.9180  0.8979  4.9626
F  -5.6207  -0.0861  4.3579
F  -4.2374  0.3650  6.0153
F  -4.8805  2.1829  3.1087
F  -3.1084  0.8554  3.2846
O  -4.1575  3.6285  5.2547
C  -3.6713  4.8533  5.5322
C  -4.7115  5.7948  6.1409
F  -5.0192  5.4200  7.4167
F  -4.3164  7.0699  6.1109
F  -2.5350  4.7206  6.2529
F  -3.3258  5.4926  4.3643
H  -2.5394  3.1818  4.0193
H  -2.6136  2.3362  5.5391
H  -5.6193  1.6336  5.3577
H  -5.6488  5.6775  5.5879
C  1.5502  0.1611  -6.4934
C  0.5825  1.0756  -5.7919
C  1.0000  2.5315  -5.6428
F  1.3700  3.0005  -6.8609
F  0.0016  3.2677  -5.1264
F  -0.5974  0.9647  -6.4885
F  0.2936  0.5998  -4.5365
O  2.8624  0.3196  -5.9815
C  3.7103  -0.7175  -6.2203
C  5.0656  -0.2085  -5.7408
F  5.0453  0.0193  -4.3992
F  6.0876  -1.0246  -6.0623
F  3.2691  -1.8474  -5.6179
F  3.7352  -1.0147  -7.5455
H  1.5381  0.3550  -7.5696
H  1.2215  -0.8804  -6.4766
H  1.8557  2.5871  -4.9657
H  5.2582  0.7762  -6.1760
C  -5.9758  -0.6687  -1.8798
C  -6.2707  0.6295  -1.1087
C  -5.0523  1.1617  -0.3319
F  -4.6013  0.2219  0.5366
F  -4.0464  1.3427  -1.2786
F  -6.8131  1.6082  -1.8685
F  -7.2013  0.3387  -0.1334
O  -7.1073  -1.4238  -2.1658
C  -7.3621  -2.5149  -1.3981
C  -8.5545  -3.2002  -2.0725
F  -8.7429  -4.4532  -1.6525
F  -9.6805  -2.4372  -1.9518
F  -6.3082  -3.3580  -1.3765
F  -7.6137  -2.1938  -0.1210
H  -5.2239  -1.1699  -1.2693
H  -5.4396  -0.3396  -2.7707
H  -5.2221  2.1275  0.1453
H  -8.3831  -3.1795  -3.1547
C  -1.7467  -4.6326  1.0893
C  -1.1165  -5.9729  0.7250
C  -0.8432  -6.1010  -0.7615
C  -0.2659  -7.4334  -1.2595
C  -0.3586  -7.5298  -2.7881
C  0.7366  -8.4243  -3.3861
H  -1.0712  -3.7987  0.9113
H  -2.0487  -4.6515  2.1403
H  -2.7070  -4.4762  0.5892
H  -0.1929  -6.0841  1.3043
H  -1.7724  -6.7879  1.0453
H  -0.1332  -5.3399  -1.1084
H  -1.8091  -5.9146  -1.2465
H  0.7817  -7.5290  -0.9684
H  -0.8616  -8.2233  -0.7905
H  -1.3064  -7.9450  -3.1367
H  -0.2134  -6.5049  -3.1409
H  1.6819  -8.0824  -2.9594
H  0.5744  -9.4986  -3.3302
H  0.7965  -8.2286  -4.4628
C  3.5212  0.3177  3.0298
C  5.0055  0.6185  2.9604
C  5.6457  0.9211  4.2973
C  7.0254  1.6031  4.2225
C  8.1284  0.7205  3.6606
C  9.2352  1.4957  2.9472
H  3.1886  -0.6679  3.3610
H  3.0272  0.4880  2.0685
H  3.0349  1.0325  3.7006
H  5.5534  -0.2148  2.5064
H  5.1225  1.4351  2.2389
H  5.7949  0.0229  4.9076
H  5.0311  1.6183  4.8728
H  6.8859  2.4728  3.5679
H  7.2795  2.0323  5.1941
H  8.5594  0.0628  4.4186
H  7.7525  0.0718  2.8633
H  8.8263  2.1592  2.1771
H  9.9006  2.1008  3.5652
H  9.8678  0.8381  2.3421
C  5.6472  -3.2922  -1.1967
Cl  5.9768  -2.4211  -2.6898
Cl  4.3527  -4.4430  -1.4701
Cl  5.2919  -2.1564  0.1382
H  6.4908  -3.8284  -0.7850
C  -3.0091  -2.3313  -3.7252
Cl  -2.7937  -2.2590  -1.9640
Cl  -4.0226  -3.6972  -4.2147
Cl  -1.5133  -2.2291  -4.6145
H  -3.5093  -1.3911  -3.9180
C  2.4637  2.9641  -1.7209
Cl  1.3974  3.9883  -2.6722
Cl  3.0735  3.8550  -0.3333
Cl  3.7667  2.3302  -2.7687
H  1.9481  2.0779  -1.3781
C  1.9497  5.3294  4.4417
Cl  2.3956  4.6346  5.9892
Cl  3.1409  4.9658  3.2025
Cl  1.6695  7.0810  4.6493
H  0.9984  4.9753  4.0722
C  -0.7373  6.5842  -0.2987
Cl  0.8810  6.3858  0.3666
Cl  -0.7230  7.8239  -1.5594
Cl  -1.9678  6.9952  0.9027
H  -0.9829  5.6249  -0.7341

Force components x, y, z for each atom (eV/Å):
-1.1180 0.7791 -0.4656
-1.6062 0.5985 0.2873
1.5747 -0.0003 -0.4201
-0.5421 -0.1735 -0.1563
-0.4151 -0.0334 -0.2766
0.8450 -0.2968 0.2126
0.2203 -0.4325 0.2737
0.6325 -0.0897 0.4555
-0.6712 -0.4463 0.9871
0.8473 -0.7330 -1.5320
0.0372 0.0816 0.3708
-0.9280 0.8567 0.3346
0.3368 0.0107 0.4774
0.6379 0.1433 -0.6469
0.0567 -0.2591 0.0176
0.4267 -0.2023 0.0103
0.1480 0.0875 0.2224
-0.6424 0.0907 -0.1183
1.3000 0.5710 -0.2970
-1.2287 0.9673 1.5702
-0.0160 -0.5831 0.0305
0.2386 -0.0274 -0.0101
0.1064 -0.0012 -0.3817
0.5691 -0.0538 -0.5265
-0.1430 -0.3867 0.0288
-1.1911 0.0952 0.1476
0.9414 0.2138 -0.9108
-1.4946 -0.9545 0.4497
0.5704 0.2121 -0.0876
0.3372 -0.0880 0.2284
-0.0791 0.5258 0.1957
0.2814 -0.2364 0.1059
-0.2490 0.0439 -0.1198
-0.1543 -0.5583 -0.1613
0.0459 0.0600 -0.0774
0.2076 0.1732 -0.2844
0.1674 -0.5154 -1.2233
-1.2913 -0.8991 0.3343
0.7686 -0.2937 0.2987
-0.2818 0.1765 0.0003
-0.2516 -0.0347 -0.4966
0.4312 0.3365 0.0524
0.4292 0.3021 -0.2633
-0.0508 0.0446 0.2317
-0.9054 0.0434 -0.0246
0.7675 1.0722 0.1187
-0.0835 -0.6936 -0.1932
-0.3510 -0.3119 0.2500
0.4483 0.1170 0.1708
0.3775 0.1066 0.0981
0.0649 0.6016 0.1070
-0.2021 0.0754 0.7619
0.0191 0.0502 -0.0686
-0.1340 -0.1973 -0.3741
1.3772 1.4247 0.7397
-1.0926 -0.7770 1.2466
0.7816 -0.0533 -1.2382
-0.3003 0.4653 -0.1957
-0.3221 -0.0448 0.4850
0.3970 -0.0989 -0.0668
0.2566 0.3821 -0.3169
-0.1982 0.1531 -0.4080
-0.2669 -0.0155 0.2006
-0.2500 0.7351 -1.7577
-0.2106 0.0853 0.4859
0.1904 -0.4337 0.8634
0.1324 -0.1389 -0.0910
-0.0678 -0.1522 0.1765
-0.2838 -0.4825 -0.0445
-0.3868 -0.3431 -0.3850
-0.1101 -0.2117 0.2378
0.3820 -0.4637 0.1322
-0.5972 -0.4152 0.5113
0.3622 0.0513 0.1730
0.1428 -0.0829 -0.3060
-1.0354 0.0394 0.1048
0.5510 -0.6431 0.2407
0.0082 0.9866 -0.7407
-0.0732 0.0792 -0.0521
0.3739 0.1855 0.1123
0.2388 0.0816 -0.4357
0.0129 -0.0809 -0.0649
-0.0275 0.0093 -0.0509
-0.2774 0.3190 0.1448
0.1651 0.0029 -0.2995
-0.0425 -0.0733 0.2123
0.3491 -0.2580 0.0073
-0.2701 0.5199 0.2095
-0.1979 -0.1344 -0.4190
0.1881 -0.5745 -0.0283
0.0530 0.0092 0.6221
0.0618 0.0356 0.0415
-0.9938 0.3889 0.0019
0.2451 -0.5849 -0.4757
0.7815 0.5571 0.7841
-0.5468 0.1926 -0.5969
0.5446 0.1419 -0.6046
0.4142 0.1974 -0.6624
0.4909 -0.1143 0.0879
0.1921 -0.1568 -0.1464
0.0515 0.0346 0.1320
-0.1662 -0.0444 -0.0667
0.1883 0.2264 0.3295
-0.4458 -0.1127 -0.1041
-0.3217 -0.1983 -0.0056
0.1977 -0.0096 -0.0681
0.1362 -0.2290 0.0657
-0.0964 0.0223 0.0855
-0.3963 -0.1114 0.2883
-0.2610 0.1255 0.2843
-0.1736 -0.0664 0.2406
0.0911 -0.2101 0.3743
-0.0216 0.4151 0.5826
0.2427 -0.1243 0.2714
-0.2652 -0.1111 0.1426
-0.0696 -0.1122 -0.2408
0.2765 -0.1347 -0.6802
-0.5553 0.6718 0.3423
0.1676 -0.5486 -0.1042
0.2796 0.2843 0.1170
0.3787 -0.3333 0.0015
-0.3552 -0.2410 -0.3855
0.4171 -0.1560 -0.3923
-0.1204 -0.0108 0.1867
0.1883 -0.2568 0.0512
-0.0615 0.3228 0.2913
-0.2744 0.1766 0.0897
-0.3833 0.7492 -0.0011
-0.0888 -0.2514 -0.0664
0.1791 0.0667 -0.0293
0.2857 -0.1434 -0.1876
0.0564 -0.4212 0.3077
0.0562 0.0834 -0.1662
-0.1076 0.2468 0.2595
-0.0091 -0.1287 -0.0908
0.2551 -0.1986 0.1019
-0.2205 0.0846 -0.1047

Atomic partial charges in e from the Mulliken method, atoms 1 to 2: number 1, C, carries -1.25; number 2, C, carries 1.04


[2]
The following is a DFT calculation (ωB97M-V/def2-TZVPD) of C46H30F8IN2O4PS5W as an isolated structure.

Its HOMO-LUMO gap (alpha / beta) is 0.18837 / 0.20064 hartree. For the LUMO energy (alpha / beta), the calculation gives 1.644 / 1.603 eV. As for the spin multiplicity: 2. Its total charge is -1.

Element x y z (Å)
W  -0.2003  -0.3883  -0.2544
C  4.9621  -4.7551  -0.6760
C  3.8812  -3.9050  -1.3012
O  3.4298  -2.9620  -0.3110
P  2.5870  -1.6736  -0.7969
S  2.0402  -0.7629  0.8931
S  0.9719  -2.0979  -1.8700
O  3.6605  -0.8818  -1.6693
C  4.7904  -0.2849  -0.9865
C  4.6495  1.2182  -0.9490
H  5.2550  -5.5502  -1.3627
H  4.6002  -5.2096  0.2461
H  5.8402  -4.1534  -0.4413
H  3.0267  -4.5094  -1.6160
H  4.2611  -3.3644  -2.1722
H  5.6730  -0.5962  -1.5477
H  4.8644  -0.6950  0.0231
H  4.5967  1.6265  -1.9574
H  5.5132  1.6493  -0.4394
H  3.7419  1.4973  -0.4151
S  -6.0219  2.9617  2.1453
C  -5.9003  4.6491  1.8885
C  -4.6792  4.9895  1.3967
C  -3.8271  3.8667  1.2268
C  -4.4124  2.6847  1.5887
C  -3.8408  1.3311  1.5628
C  -2.6400  1.1236  0.9103
N  -1.9900  -0.0552  0.8787
C  -2.6146  -1.1073  1.4890
C  -3.8585  -0.9929  2.1504
C  -4.3940  -2.1848  2.7604
C  -3.7178  -3.3498  2.7238
C  -2.4326  -3.4576  2.0729
C  -1.6615  -4.5998  2.0765
C  -0.3962  -4.5521  1.4622
C  0.0079  -3.3986  0.8261
N  -0.7189  -2.2588  0.7564
C  -1.9245  -2.3046  1.4343
C  0.5238  -5.6960  1.4719
C  1.8893  -5.6807  1.4002
C  2.4611  -6.9816  1.4186
C  1.5250  -7.9644  1.5103
S  -0.0584  -7.3161  1.5645
C  -4.4672  0.2419  2.1910
H  -6.7315  5.2954  2.1157
H  -4.3886  6.0046  1.1697
H  -2.8105  3.9425  0.8698
H  -2.1631  1.9300  0.3754
H  -5.3515  -2.1176  3.2626
H  -4.1219  -4.2352  3.1996
H  -2.0059  -5.4957  2.5791
H  0.9577  -3.3985  0.3229
H  2.4595  -4.7625  1.3596
H  3.5232  -7.1768  1.3769
H  1.6799  -9.0296  1.5506
H  -5.4095  0.3637  2.7119
F  5.5611  4.2066  -6.5137
C  4.2236  4.1688  -6.7258
F  4.0599  3.5575  -7.9200
F  3.8258  5.4447  -6.8859
C  3.4975  3.4657  -5.6242
C  2.5912  4.1361  -4.8158
C  1.9462  3.4619  -3.7932
C  2.1965  2.1073  -3.5579
C  3.1103  1.4429  -4.3900
C  3.7530  2.1143  -5.4100
C  1.5381  1.4034  -2.5099
C  0.9104  0.7563  -1.6954
H  2.3869  5.1839  -4.9878
H  1.2318  3.9762  -3.1649
H  3.2985  0.3919  -4.2124
H  4.4531  1.5911  -6.0496
F  -0.3738  -2.5138  -6.9574
C  -0.7374  -1.9077  -5.8202
C  -1.2424  -2.6496  -4.7670
F  -1.3643  -3.9773  -4.8907
C  -1.6131  -2.0121  -3.5974
F  -2.0991  -2.7744  -2.6102
C  -1.4868  -0.6361  -3.4276
S  -1.9621  0.1501  -1.9250
C  -1.0023  0.0820  -4.5151
F  -0.8981  1.4114  -4.4619
C  -0.6226  -0.5364  -5.6950
F  -0.1523  0.1830  -6.7214
I  0.4274  7.9956  3.0863
C  0.3513  5.9461  2.6656
C  0.2481  5.5269  1.3479
C  0.1913  4.1676  1.0761
C  0.2350  3.2406  2.1114
C  0.3468  3.6803  3.4237
C  0.4054  5.0355  3.7103
C  0.1321  1.7593  1.8380
O  0.1565  0.9492  2.7501
O  0.0050  1.5005  0.5710
H  0.2143  6.2481  0.5429
H  0.1207  3.8096  0.0568
H  0.3775  2.9399  4.2121
H  0.4876  5.3785  4.7324

Force components x, y, z for each atom (eV/Å):
-0.4697 -0.1031 -0.3700
-0.0061 0.0172 0.0076
-0.0160 -0.0101 -0.0053
-0.0896 -0.1590 -0.2151
0.1209 0.2910 0.6735
0.2520 -0.1239 0.0069
0.1453 -0.2043 -0.2285
-0.0414 -0.0389 -0.1493
0.0040 -0.0056 0.0070
-0.0358 -0.0257 -0.0222
0.0123 -0.0014 -0.0078
0.0015 -0.0117 -0.0198
0.0011 0.0041 0.0085
0.0029 0.0054 0.0136
-0.0124 -0.0172 -0.0039
-0.0048 0.0000 -0.0020
0.0143 -0.0044 -0.0018
-0.0021 0.0092 -0.0126
0.0126 0.0085 0.0103
-0.0055 0.0029 -0.0011
-0.0115 0.0065 -0.0351
0.0158 -0.0230 0.0004
-0.0075 -0.0223 0.0073
0.0079 -0.0125 0.0325
-0.0233 0.0119 0.0077
-0.0316 -0.1077 0.0536
-0.0673 0.0957 -0.0879
0.0482 -0.2079 0.0414
-0.0766 0.2732 -0.0803
0.1112 -0.0465 -0.0554
0.0496 -0.0315 -0.0100
0.0139 0.0492 -0.0192
0.0073 0.0419 -0.0132
0.2262 -0.0407 -0.0654
-0.2427 -0.0614 0.1431
-0.0297 0.1950 -0.0861
-0.3254 -0.0256 0.3193
0.3603 -0.1458 -0.1776
0.0239 -0.0612 0.0073
-0.0224 -0.0018 0.0251
-0.0275 0.0094 0.0046
-0.0167 0.0193 0.0033
0.0153 0.0015 -0.0203
0.0269 0.1756 -0.0051
-0.0149 0.0086 0.0030
0.0067 0.0084 -0.0039
0.0199 -0.0014 0.0034
-0.0103 -0.0141 0.0021
-0.0078 0.0020 -0.0009
0.0016 -0.0118 -0.0032
0.0032 -0.0024 0.0007
-0.0251 0.0137 0.0123
0.0051 0.0100 -0.0061
0.0058 -0.0012 0.0037
-0.0009 -0.0160 -0.0017
-0.0010 0.0030 0.0033
-0.0126 0.0055 -0.0098
-0.0173 -0.0209 0.0242
0.0100 0.0087 0.0059
0.0080 -0.0074 -0.0025
0.0069 0.0050 -0.0104
0.0057 0.0050 -0.0183
0.0097 0.0246 0.0088
0.0249 -0.0629 0.0203
0.0064 -0.0204 0.0077
0.0038 0.0189 -0.0158
-0.1573 0.0863 -0.1435
0.1448 0.1602 0.2957
-0.0015 0.0021 0.0013
0.0011 0.0020 0.0036
0.0013 -0.0062 -0.0036
0.0022 -0.0047 0.0002
-0.0024 0.0001 0.0083
-0.0220 -0.0387 0.0408
0.0226 0.0760 -0.0286
0.0004 -0.0247 -0.0027
-0.0549 -0.0215 -0.0372
0.0617 0.0288 -0.0340
0.0013 0.1829 0.0387
-0.2297 -0.4102 0.0115
0.0805 0.0068 -0.0356
-0.0198 -0.0349 -0.0104
-0.0060 0.0279 0.0364
0.0019 -0.0015 0.0032
-0.0016 -0.0083 -0.0014
-0.0017 0.0214 -0.0003
-0.0005 0.0091 0.0196
0.0278 -0.0203 -0.0133
-0.0491 -0.0004 0.0358
-0.0366 -0.0023 0.0016
0.0020 0.0074 -0.0126
0.0666 -0.0880 -0.0554
0.0430 0.1201 -0.0502
0.1884 0.2604 0.2294
0.0014 0.0069 -0.0016
-0.0010 -0.0126 -0.0041
0.0012 -0.0052 0.0024
0.0002 0.0025 0.0056

Atomic partial charges in e from the Mulliken method, atoms 1 to 2: number 1, W, carries 0.60; number 2, C, carries -1.31


[3]
The following is a DFT calculation (ωB97M-V/def2-TZVPD) of a 2-piece molecular cluster, C3H6O2 overall at a distorted geometry.

Its HOMO-LUMO gap is 0.39717 hartree. The SMILES is O=CO.C=C. For the LUMO energy, the calculation gives 0.589 eV. Its total charge is 0.

Element x y z (Å)
C  -0.2024  -0.3704  -1.7122
C  1.0116  -0.7986  -1.2757
H  -0.2499  0.6848  -1.8385
H  -1.0543  -1.0432  -1.8496
H  1.9304  -0.0301  -1.1158
H  1.1898  -1.8437  -1.2241
O  -1.7456  0.6706  2.5637
C  -0.7356  0.3612  2.0024
O  0.3569  1.0239  1.5685
H  -0.7827  -0.5807  1.7651
H  0.2817  1.9264  1.1162

Force components x, y, z for each atom (eV/Å):
2.2587 -0.8450 1.1605
0.1436 2.5562 -0.9109
-0.8226 0.6600 -0.2605
0.3784 0.3986 -0.1269
-2.4281 -2.0706 -0.3587
0.4464 -0.7249 0.4608
0.1664 2.3079 0.4493
-1.1883 3.7138 0.6058
0.0159 1.5121 -0.8162
1.5354 -5.8223 -1.7126
-0.5058 -1.6859 1.5094

Atomic partial charges in e from the Mulliken method, atoms 1 to 2: number 1, C, carries -0.52; number 2, C, carries -0.40


no.,electronic energy (eV)
1,-322150.2513
2,-154496.8914
3,-7300.9603